57
Properties=species:S:1:pos:R:3:forces:R:3 method="wB97M-V/def2-TZVPD" total_charge=+2 homo_ev=-14.96 e_lumo_ev=-8.45 e_above_lowest_kcal_mol=0.00 fmax_ha_per_bohr=0.07732 total_energy_ev=-54635.2477
N 0.415807 1.006134 -1.368808 0.403 -0.062 0.217
C 0.784807 1.470194 -2.446612 0.449 -0.841 -1.535
O 1.133457 1.743217 -3.534070 -0.761 -0.053 2.417
Li 0.059419 -2.772602 -1.662962 -0.281 -0.170 0.133
Nb 0.121306 0.262807 0.420699 -2.822 2.394 -1.452
N -1.761560 -0.320553 -0.100041 2.081 0.028 1.647
N -0.034951 2.060272 1.216586 0.933 -2.778 0.036
C -2.946496 0.074761 -0.850350 -1.025 0.594 -0.570
C 0.157693 3.482949 0.874081 -0.093 0.778 -0.358
C -3.903030 -1.111296 -0.974735 -0.036 -0.211 -0.072
C -3.718170 1.229323 -0.185597 0.076 0.168 0.188
C -2.551867 0.518197 -2.243086 0.065 0.041 -0.473
C 1.637914 3.694576 0.566526 0.291 -0.102 0.055
C -0.252066 4.403113 2.025561 -0.109 0.042 0.145
C -0.676384 3.846428 -0.340186 -0.329 0.309 -0.234
H -3.372097 -1.978585 -1.382413 -0.146 -0.022 0.034
H -4.719200 -0.855728 -1.662547 0.208 -0.088 0.216
H -4.349974 -1.379987 -0.011311 0.051 -0.023 -0.189
H -4.108510 0.938693 0.795990 -0.012 0.108 -0.153
H -4.574703 1.515063 -0.818145 0.321 -0.185 0.269
H -3.088888 2.118502 -0.059567 -0.080 -0.219 -0.036
H -1.891568 1.382817 -2.248420 -0.126 0.089 0.114
H -3.449236 0.779752 -2.814522 0.196 -0.058 0.131
H -2.047838 -0.285708 -2.781390 0.046 -0.113 -0.084
H 2.243225 3.493021 1.457894 0.031 0.122 -0.166
H 1.799800 4.735360 0.257613 0.037 -0.294 0.113
H 1.974503 3.025617 -0.234293 -0.047 0.195 0.061
H 0.406503 4.299044 2.895429 -0.182 0.046 -0.124
H -1.292752 4.228052 2.322914 0.176 0.066 -0.004
H -0.169094 5.441247 1.677029 -0.042 -0.297 0.137
H -0.485751 4.899152 -0.588906 -0.057 -0.303 0.027
H -1.746035 3.751338 -0.125996 0.178 -0.003 -0.067
H -0.431317 3.248793 -1.218623 -0.095 0.136 0.150
C -2.048035 -0.974137 1.199900 -0.498 -0.335 -0.854
H -1.169712 -0.923055 1.879396 0.092 -0.160 0.343
H -2.911361 -0.556880 1.741694 0.529 0.288 -0.121
H -2.269721 -2.035776 1.040929 0.356 0.026 0.288
C 0.276040 1.685055 2.619383 -0.242 0.910 -0.240
H 0.465645 0.593994 2.719064 0.048 -0.147 0.131
H 1.166916 2.221049 2.974433 -0.065 -0.470 -0.110
H -0.567176 1.944697 3.272772 0.144 -0.355 -0.111
O 0.013076 -4.359789 -0.610442 0.825 0.567 1.080
S 0.858242 -3.982341 0.554330 -0.726 0.590 -0.889
O 0.455671 -4.377045 1.863151 0.195 0.263 -0.703
N 1.017900 -2.266971 0.366568 -0.025 -0.069 0.937
C 2.325979 -1.919374 0.373777 -1.901 0.371 -0.894
S 2.574025 -0.242533 0.505074 1.322 -0.166 0.301
C 3.208911 -3.013211 0.021101 0.606 -0.754 -0.527
C 4.422894 -2.955830 -0.686382 -0.347 0.486 0.641
C 4.967010 -4.118030 -1.218760 -0.161 -0.194 0.207
C 4.318700 -5.341395 -1.010181 0.325 0.140 -0.130
C 3.094529 -5.419679 -0.355349 -0.528 0.320 0.484
C 2.539583 -4.240509 0.123322 0.735 -0.425 -0.381
H 4.885013 -1.982974 -0.820239 0.127 -0.154 -0.050
H 5.893676 -4.078402 -1.794145 -0.307 -0.017 0.228
H 4.763752 -6.248348 -1.395509 0.002 -0.017 -0.025
H 2.555498 -6.352479 -0.221627 0.192 0.007 -0.179